102
Properties=species:S:1:pos:R:3:forces:R:3:mulliken_charge:R:1 method="wB97M-V/def2-TZVPD" de_lowest_kcal_mol=93.7 energy_ev=-121544.255 homo_lumo_gap_ev=8.2
Zn 0.755222 0.801824 1.635507 1.49 0.77 1.83 2.554
S -0.290518 -0.322366 -0.459263 0.74 3.31 -0.51 1.700
O -1.688528 -0.645276 -0.558573 -1.44 0.05 -0.25 -0.986
O -0.029778 1.130744 -0.069593 -1.38 0.88 -3.62 -1.015
O 0.237002 -0.840156 0.784517 0.93 -4.90 1.40 -0.544
O 0.404572 -0.694076 -1.678683 0.48 -1.00 0.89 -0.674
C -0.525318 -0.944646 -5.151483 0.86 0.07 0.17 -0.639
C 0.000562 0.479084 -4.909303 -0.25 0.46 -2.16 0.822
O -0.079428 1.262204 -5.865503 0.05 -0.08 1.01 -0.731
N 0.552392 0.839314 -3.723803 0.68 1.30 -0.90 0.305
C 0.890662 2.273494 -3.493663 -1.13 -0.49 0.26 -0.913
H 0.199322 -1.632516 -4.715783 -0.61 -0.39 0.71 0.019
H -0.512458 -1.241696 -6.200143 0.21 0.80 -0.21 0.426
H -1.576998 -1.056036 -4.887543 0.22 -0.17 0.75 0.059
H 0.668772 0.167244 -2.978903 -0.22 0.23 -0.13 -0.416
H 0.083742 2.853194 -3.941893 0.14 0.10 -0.15 0.362
H 1.829352 2.696354 -3.851663 0.20 -0.68 -0.48 0.332
H 0.860082 2.501784 -2.428273 -0.07 -0.41 0.19 0.102
C -4.269688 -1.521446 -2.220943 1.12 -0.72 -0.21 -0.177
C -3.361618 -2.696206 -2.688913 -2.45 1.63 0.13 0.726
O -3.795108 -3.385846 -3.572333 -0.04 -1.48 -1.65 -0.716
N -2.211308 -2.843086 -2.091613 2.09 0.83 2.77 0.247
C -1.144448 -3.704426 -2.414573 0.19 -1.92 -2.21 -0.940
H -4.022568 -1.260716 -1.191843 -0.49 0.20 -0.06 -0.195
H -5.292358 -1.833996 -2.432013 0.07 0.08 0.44 0.414
H -4.050118 -0.671386 -2.866923 0.05 0.06 0.12 -0.234
H -1.963868 -2.241196 -1.319213 -0.64 0.45 -0.39 -0.064
H -1.549608 -4.691116 -2.639063 0.08 -0.33 0.26 0.496
H -0.315568 -3.818826 -1.716033 -0.49 0.48 0.42 0.155
H -0.711528 -3.430206 -3.376593 0.29 0.27 -0.08 0.156
C -2.929118 1.024294 4.083787 0.54 -0.54 -1.85 -1.645
C -2.157658 0.617974 2.769897 0.99 2.12 1.45 -0.045
O -1.005618 1.118984 2.590547 -1.77 -0.91 1.26 -0.280
N -2.699608 -0.175076 1.877417 0.18 -0.68 0.35 1.241
C -4.053138 -0.571226 1.710277 -1.80 -1.13 0.02 -1.299
H -3.913588 1.401904 3.807517 -0.02 0.10 0.15 0.434
H -2.336458 1.773774 4.608317 -0.16 -0.17 -0.09 0.315
H -3.069298 0.120274 4.676397 0.01 0.06 0.13 0.345
H -2.042438 -0.599836 1.238827 -0.08 0.38 -0.58 -0.390
H -4.555658 -1.042496 2.554957 0.37 0.38 0.75 0.372
H -4.150668 -1.402016 1.011437 0.60 0.24 -0.41 0.273
H -4.744288 0.186884 1.341947 0.36 0.40 -0.03 0.392
C 3.624882 1.115104 -1.207113 -0.01 0.48 0.66 -0.592
C 3.691772 0.539254 0.242117 -0.98 0.51 0.97 0.567
O 2.900392 0.837534 1.205507 1.73 -0.80 -2.67 -0.699
N 4.654572 -0.385086 0.446587 -0.51 0.88 -0.41 -0.101
C 4.769102 -1.204776 1.605837 1.59 -1.44 0.44 -0.861
H 2.707322 0.769674 -1.683423 0.07 -0.25 0.03 -0.167
H 4.490992 0.947984 -1.847453 0.06 -0.97 0.26 0.436
H 3.599322 2.201264 -1.294783 -0.46 0.18 0.89 0.364
H 5.394252 -0.547386 -0.221733 -0.56 0.34 -0.31 0.311
H 4.111162 -2.073346 1.633847 -0.76 0.54 0.13 0.112
H 4.927292 -0.722766 2.570587 -0.70 0.37 -0.17 0.258
H 5.717932 -1.715096 1.440317 0.28 -0.08 0.17 0.446
C 2.608742 -1.522926 4.963457 0.66 -1.78 0.18 -1.625
C 1.441182 -1.507626 4.050897 -0.92 1.54 0.04 0.686
O 1.364892 -0.620136 3.196647 -0.12 -0.79 0.29 -0.373
N 0.499212 -2.466336 4.247227 -0.22 -0.80 0.06 -0.140
C -0.775638 -2.590246 3.556117 0.27 0.93 -0.58 -0.533
H 3.062812 -2.486166 4.730917 0.66 -0.07 -0.39 0.393
H 2.381572 -1.769416 6.000627 -0.28 0.90 0.22 0.447
H 3.343222 -0.739906 4.774987 -0.48 0.04 0.26 0.260
H 0.367112 -2.887476 5.155677 1.11 0.09 0.10 0.283
H -0.682758 -2.217696 2.535977 -0.06 0.35 0.17 -0.142
H -1.448998 -1.986526 4.164557 -0.71 -0.13 -0.53 0.335
H -1.116908 -3.619706 3.447217 0.21 -0.04 0.48 0.348
C 3.127822 -2.432346 -2.668003 -1.16 0.19 -0.55 -0.340
C 2.999632 -3.246086 -1.412013 1.24 -1.81 0.03 0.891
O 3.646242 -4.279316 -1.242383 0.45 0.32 0.03 -0.745
N 2.059712 -2.882676 -0.552213 -0.77 0.91 1.66 0.828
C 1.731802 -3.477836 0.777097 -0.41 0.77 -1.12 -1.293
H 2.233542 -1.812646 -2.733993 0.08 0.23 -0.23 -0.291
H 3.064922 -3.152926 -3.483433 0.23 0.07 -0.09 0.326
H 3.988352 -1.784606 -2.835383 0.20 -0.32 0.51 0.252
H 1.477982 -2.105746 -0.831633 0.08 0.07 0.17 -0.610
H 1.358592 -2.658326 1.391277 0.18 0.01 -0.09 0.265
H 2.549382 -3.956266 1.316327 0.06 -0.21 -0.65 0.373
H 0.869872 -4.121856 0.602757 0.23 -0.56 0.38 0.370
C 1.263562 3.966374 3.942027 0.01 1.46 1.55 -1.374
C 1.106582 3.851404 2.509887 -2.23 -0.21 -2.71 0.750
O 1.071552 2.735234 2.008387 0.79 -0.16 -0.29 -0.419
N 0.874342 4.934814 1.723637 -0.39 0.28 0.05 -0.226
C 0.607672 4.963104 0.212107 0.00 -0.20 2.36 -0.503
H 0.636732 3.265034 4.492767 0.74 -0.72 -0.34 0.191
H 0.910052 4.902384 4.374477 0.32 0.48 -0.37 0.471
H 2.348412 3.931014 4.041787 -0.04 -0.47 0.92 0.310
H 0.622392 5.752924 2.259667 0.23 0.16 -0.36 0.247
H -0.338538 5.467544 0.016317 0.17 0.33 0.21 0.360
H 0.418582 3.936574 -0.101873 0.78 0.01 -0.23 -0.120
H 1.459682 5.522274 -0.174543 -0.26 -0.51 -0.66 0.322
C -2.748598 1.782084 -3.356893 1.03 -0.08 0.98 -0.573
C -3.023648 2.617904 -2.141833 -2.30 0.81 -2.44 0.783
O -3.619638 3.665894 -2.333513 -0.32 1.16 0.21 -0.764
N -2.698588 2.202324 -0.957423 1.20 -1.25 2.18 0.289
C -2.760018 3.020584 0.213637 0.29 0.59 0.92 -1.088
H -3.631898 1.344564 -3.822153 0.01 0.44 0.07 0.453
H -2.058088 0.991634 -3.062823 0.18 -0.15 -0.53 -0.288
H -2.272048 2.569634 -3.940633 0.04 -0.72 -0.85 0.317
H -2.076988 1.409034 -0.891103 -0.25 0.04 0.06 -0.343
H -1.766848 3.113354 0.653067 0.19 -0.13 0.02 0.130
H -3.383898 2.596294 1.000317 -0.24 -0.20 -0.06 0.172
H -3.115378 4.037044 0.044477 -0.14 -0.25 -0.53 0.521